[1]
Formula: C5H6N2O3
Source: the OMol25 dataset
Level of theory: ωB97M-V with the def2-TZVPD basis set

XYZ file:
```
16
Properties=species:S:1:pos:R:3:mulliken_charge:R:1
C -2.72 -0.70 0.15 -0.801
O -1.38 -1.07 0.19 -0.322
C -0.53 -0.07 -0.06 0.750
O -0.89 0.98 -0.51 -0.647
C 0.92 -0.37 0.18 0.723
C 1.93 0.77 -0.36 0.520
N 1.51 2.07 -0.21 -0.401
O 3.08 0.41 -0.55 -0.607
C 1.53 -1.66 0.37 -0.394
N 1.52 -0.97 1.40 -0.575
H -3.34 -1.58 -0.13 0.285
H -3.06 0.07 -0.50 0.338
H -3.24 -0.48 1.04 0.342
H 0.56 2.34 -0.20 0.238
H 2.06 2.82 -0.66 0.272
H 2.03 -2.55 -0.16 0.278
```

Properties
**Charge**: 0
**Calculated total energy**: -529.28882 a.u.
**LUMO**: 0.78 eV
**Energy relative to the best compared isomer or geometry (same formula, charge and spin)**: 51.4 kcal per mole
**Structure (SMILES)**: COC(=O)[C@]1(C(N)=O)C=N1
**HOMO level**: -9.97 eV

=====

[2]
Formula: C4H6N2
Source: the OMol25 dataset
Level of theory: ωB97M-V with the def2-TZVPD basis set

XYZ file:
```
12
Properties=species:S:1:pos:R:3:mulliken_charge:R:1
C 1.46 -0.23 0.07 -1.421
C 0.00 0.19 -0.02 1.199
C -0.24 1.58 -0.37 0.004
N -0.47 2.71 -0.45 -0.454
C -1.00 -0.86 -0.35 -0.609
N -0.98 -0.28 0.98 -0.622
H 1.84 -0.41 -0.94 0.295
H 1.53 -1.17 0.63 0.394
H 2.09 0.52 0.55 0.348
H -1.81 -0.66 -1.04 0.294
H -0.62 -1.88 -0.36 0.276
H -1.71 0.42 1.05 0.295
```

Properties
**Charge**: 0
**Calculated total energy**: -265.47593 a.u.
**LUMO**: 0.89 eV
**Energy relative to the best compared isomer or geometry (same formula, charge and spin)**: 37.4 kcal per mole
**Structure (SMILES)**: C[C@@]1(C#N)CN1
**HOMO level**: -10.15 eV

=====

[3]
Formula: C12H14N2
Source: the OMol25 dataset
Level of theory: ωB97M-V with the def2-TZVPD basis set

XYZ file:
```
28
Properties=species:S:1:pos:R:3:mulliken_charge:R:1
C 0.32 2.25 -1.06 -0.927
C 0.06 1.22 -1.90 -0.225
C 0.64 -0.09 -1.81 0.657
C 0.46 -1.06 -2.78 -0.987
C 1.33 -2.09 -2.42 -0.665
C 1.92 -1.74 -1.23 0.280
C 2.40 -2.58 -0.05 -1.079
N 1.37 -0.59 -0.81 0.032
H 0.92 2.20 -0.18 0.258
H -0.15 3.23 -1.25 0.235
H -0.45 1.34 -2.82 0.331
H -0.08 -0.94 -3.62 0.597
H 1.46 -2.96 -3.06 0.402
H 1.76 -3.43 0.21 0.250
H 3.39 -3.01 -0.33 0.340
H 2.50 -1.87 0.89 0.249
H 1.76 -0.27 0.04 0.239
C -2.05 2.58 3.06 -0.666
C -1.98 1.52 2.27 0.574
C -1.19 0.33 2.55 -0.580
C -1.27 -0.43 1.46 -0.343
C -2.01 0.34 0.46 0.020
N -2.42 1.46 0.95 -0.605
H -2.70 3.46 3.02 0.311
H -1.73 2.54 4.13 0.228
H -1.00 0.02 3.63 0.307
H -0.90 -1.47 1.25 0.394
H -2.35 0.05 -0.61 0.372
```

Properties
**Charge**: 0
**Calculated total energy**: -575.03980 a.u.
**LUMO**: -0.32 eV
**Energy relative to the best compared isomer or geometry (same formula, charge and spin)**: 101.2 kcal per mole
**Structure (SMILES)**: C=Cc1ccc(C)[nH]1.C=C1C=CC=N1
**HOMO level**: -7.48 eV

=====

[4]
Formula: C25H25AsCsN3O6S2
Source: the OMol25 dataset
Level of theory: ωB97M-V with the def2-TZVPD basis set

XYZ file:
```
63
Properties=species:S:1:pos:R:3:mulliken_charge:R:1
Cs -1.27 -0.35 -1.14 1.279
O -6.09 0.04 -1.79 -0.649
As -4.37 -0.25 -2.26 1.109
O -3.90 0.98 -3.25 -0.786
O -3.65 -0.44 -0.77 -0.951
C -4.80 -1.93 -3.22 -0.182
C -6.10 -2.07 -3.70 -0.424
C -6.48 -3.21 -4.38 -0.552
C -5.57 -4.24 -4.59 -0.380
C -4.27 -4.12 -4.12 -0.621
C -3.89 -2.97 -3.44 0.323
S -2.19 -2.79 -2.94 1.380
O -2.16 -3.04 -1.51 -0.706
O -1.96 -1.39 -3.27 -0.863
O -1.43 -3.74 -3.73 -0.806
H -6.00 0.33 -0.87 0.235
H -6.81 -1.28 -3.52 0.458
H -7.49 -3.30 -4.76 0.340
H -5.87 -5.13 -5.13 0.344
H -3.53 -4.89 -4.30 0.431
C 3.59 -0.29 -1.42 -1.139
N 2.48 0.52 -1.82 0.572
C 2.02 0.18 -3.14 -1.245
C 2.77 1.94 -1.68 -0.929
C 1.56 2.86 -1.90 -0.233
C 1.78 4.05 -2.59 -0.682
C 0.70 4.91 -2.85 -0.440
C -0.57 4.53 -2.42 -0.555
C -0.73 3.33 -1.72 -0.025
C 0.31 2.43 -1.40 0.131
H 4.48 -0.17 -2.07 0.385
H 3.31 -1.35 -1.44 0.300
H 3.89 -0.04 -0.40 0.255
H 2.83 0.28 -3.90 0.239
H 1.20 0.83 -3.42 0.360
H 1.67 -0.86 -3.17 0.395
H 3.59 2.23 -2.38 0.155
H 3.17 2.08 -0.66 0.375
H 2.77 4.31 -2.96 0.247
H 0.86 5.83 -3.39 0.329
H -1.42 5.17 -2.65 0.319
H -1.75 3.06 -1.43 0.219
S 1.15 -0.90 6.53 -0.190
C 1.01 -0.75 4.75 0.309
C 1.61 -1.69 3.92 -0.239
C 1.45 -1.54 2.55 -0.501
N 0.74 -0.55 2.01 -0.280
C 0.16 0.33 2.81 -0.472
C 0.26 0.27 4.19 -0.262
C 2.71 -0.09 6.85 0.266
C 3.87 -0.83 6.99 -0.136
C 5.06 -0.16 7.27 -0.312
N 5.14 1.15 7.42 -0.602
C 4.02 1.86 7.29 -0.328
C 2.79 1.28 7.00 -0.206
H 2.18 -2.51 4.33 0.369
H 1.90 -2.25 1.86 0.385
H -0.40 1.12 2.32 0.413
H -0.23 1.00 4.81 0.397
H 3.86 -1.91 6.87 0.360
H 5.98 -0.72 7.38 0.338
H 4.10 2.93 7.40 0.342
H 1.90 1.90 6.90 0.335
```

Properties
**Charge**: -2
**Calculated total energy**: -4635.62125 a.u.
**LUMO**: 3.12 eV
**Energy relative to the best compared isomer or geometry (same formula, charge and spin)**: 67.5 kcal per mole
**HOMO level**: -0.64 eV

=====

Question: What is the formula in the first record?
Answer: C5H6N2O3

=====

Question: Among the records above, which one has the highest energy relative to the best compared isomer or geometry (same formula, charge and spin)?
Answer: C12H14N2

=====

Question: The highest LUMO belongs to which entry?
Answer: C25H25AsCsN3O6S2